[1]
Computed, not measured: a structure of composition C43H42N2O10S3, with the ωB97M-V functional and the def2-TZVPD basis.

Positions of all 100 atoms, in Å:
C -1.95 -3.92 3.31
N -2.90 -3.17 2.46
C -4.01 -2.57 3.19
C -3.87 -1.03 3.39
O -3.23 -0.78 4.66
S -1.65 -0.56 4.24
O -1.33 0.70 4.85
O -0.72 -1.51 4.77
O -1.70 -0.51 2.60
C -3.09 -0.21 2.34
C -3.43 1.30 2.64
C -2.73 2.31 1.70
C -1.20 2.57 1.96
S -0.38 2.77 0.32
C 0.99 1.63 0.16
S 1.70 1.55 -1.31
N 1.34 0.89 1.29
C 2.12 -0.32 0.96
C 2.55 -1.06 2.26
O 3.13 -0.19 3.23
C 2.14 0.78 3.56
C 2.01 1.70 2.32
C -3.69 -0.50 0.95
C -2.51 -0.56 -0.12
C -1.85 -2.04 -0.25
O -2.78 -1.27 -1.27
H -1.96 -5.01 3.14
H -2.13 -3.70 4.37
H -0.93 -3.56 3.11
H -3.22 -3.72 1.68
H -4.24 -3.09 4.14
H -4.91 -2.70 2.55
H -4.91 -0.66 3.27
H -4.51 1.39 2.43
H -3.31 1.56 3.70
H -2.87 2.07 0.63
H -3.23 3.28 1.86
H -0.72 1.83 2.60
H -1.08 3.54 2.47
H 3.05 -0.10 0.40
H 1.48 -1.01 0.40
H 3.31 -1.81 2.03
H 1.70 -1.62 2.69
H 2.35 1.33 4.48
H 1.19 0.23 3.60
H 3.03 2.00 2.00
H 1.45 2.61 2.59
H -4.38 0.27 0.58
H -4.11 -1.50 0.82
H -1.83 0.30 -0.18
H -0.83 -1.51 -0.13
H -1.48 -2.59 -1.14
C 1.58 6.09 -0.66
C 1.64 4.91 -1.38
C 1.19 4.87 -2.69
C 0.68 6.02 -3.28
C 0.60 7.21 -2.54
C 1.06 7.24 -1.23
C 0.00 8.43 -3.14
O -0.06 9.46 -2.50
C -0.52 8.37 -4.53
C -1.12 9.49 -5.09
C -1.60 9.44 -6.39
C -1.46 8.28 -7.14
C -0.86 7.16 -6.59
C -0.39 7.20 -5.28
C 0.22 5.97 -4.69
O 0.33 4.96 -5.35
H 1.94 6.12 0.37
H 2.03 4.01 -0.92
H 1.24 3.95 -3.25
H 1.01 8.16 -0.67
H -1.23 10.39 -4.50
H -2.08 10.31 -6.82
H -1.83 8.25 -8.16
H -0.76 6.26 -7.18
C 3.95 -7.62 2.63
C 4.00 -8.81 1.91
C 3.56 -8.84 0.60
C 3.04 -7.69 0.01
C 2.97 -6.50 0.75
C 3.43 -6.47 2.06
C 2.38 -5.28 0.15
O 2.31 -4.25 0.79
C 1.86 -5.34 -1.24
C 1.25 -4.22 -1.79
C 0.77 -4.25 -3.09
C 0.91 -5.41 -3.85
C 1.51 -6.54 -3.30
C 1.97 -6.51 -1.99
C 2.58 -7.73 -1.40
O 2.70 -8.74 -2.06
H 4.31 -7.60 3.66
H 4.40 -9.71 2.36
H 3.60 -9.76 0.03
H 3.39 -5.55 2.63
H 1.15 -3.31 -1.20
H 0.30 -3.38 -3.52
H 0.54 -5.44 -4.87
H 1.61 -7.44 -3.89

Results
HOMO ... -8.50 eV
M ... 843.01 u


[2]
Computed, not measured: a structure of composition C45H88Cl2F4N2O41PdS4, with the ωB97M-V functional and the def2-TZVPD basis.

Positions of all 187 atoms, in Å:
Pd 1.22 -1.34 2.08
N 1.79 -2.87 3.42
S 1.11 -3.86 4.45
O 1.53 -3.87 5.82
O 0.49 -5.06 3.88
F -0.10 -2.82 4.56
S 3.25 -3.78 3.45
O 3.25 -4.96 2.58
O 3.90 -3.89 4.75
F 4.10 -2.71 2.62
N 0.27 -0.31 0.60
S -0.61 1.13 0.30
O -2.08 1.15 0.54
O -0.06 2.05 -0.69
F -0.13 1.91 1.64
S 0.04 -0.85 -0.88
O 1.10 -0.44 -1.76
O -1.27 -0.99 -1.50
F 0.56 -2.29 -0.49
Cl -1.60 -3.12 -3.51
C -1.99 -2.13 -4.98
C -2.30 -0.63 -4.63
Cl -2.88 0.10 -6.13
H -2.90 -2.57 -5.39
H -1.23 -2.27 -5.75
H -1.45 -0.02 -4.35
H -3.02 -0.43 -3.84
C 1.07 2.78 -3.78
C 2.33 1.97 -4.04
O 2.20 1.36 -5.27
C 0.88 1.49 -5.61
O 0.36 1.10 -6.75
O 0.15 2.19 -4.69
H 1.14 3.83 -4.03
H 0.76 2.68 -2.73
H 2.34 1.27 -3.20
H 3.23 2.58 -4.01
C 2.86 2.93 5.64
C 1.65 2.13 6.01
O 1.51 1.21 4.88
C 0.35 0.54 4.61
O 0.17 -0.08 3.55
O -0.60 0.84 5.50
C -1.91 0.47 5.36
H 3.08 3.77 6.31
H 2.63 3.24 4.62
H 3.81 2.44 5.42
H 0.75 2.75 5.95
H 1.88 1.68 6.98
H -2.56 0.92 6.11
H -1.99 -0.62 5.37
H -2.30 0.79 4.40
C -6.21 0.56 -2.19
C -7.48 1.08 -1.57
O -8.33 1.24 -2.69
C -9.49 0.56 -2.87
O -9.93 -0.40 -2.20
O -10.01 0.98 -4.07
C -11.15 0.38 -4.76
H -5.48 0.32 -1.41
H -5.72 1.36 -2.73
H -6.36 -0.38 -2.73
H -7.42 2.06 -1.09
H -7.70 0.34 -0.80
H -12.11 0.49 -4.24
H -10.99 -0.63 -5.12
H -11.18 0.90 -5.72
C 7.33 -0.25 0.38
C 6.41 -1.39 -0.19
O 5.13 -1.15 0.26
C 4.03 -1.74 -0.20
O 3.00 -1.91 0.48
O 4.18 -2.18 -1.49
C 3.20 -3.20 -1.89
H 7.46 -0.33 1.46
H 7.00 0.71 -0.01
H 8.34 -0.25 -0.04
H 6.89 -2.32 0.11
H 6.36 -1.26 -1.27
H 2.99 -3.90 -1.09
H 3.40 -3.81 -2.78
H 2.25 -2.70 -2.03
C 3.45 2.15 -0.72
C 3.21 2.54 0.71
O 4.16 1.85 1.52
C 3.86 0.82 2.35
O 2.80 0.24 2.37
O 4.70 0.83 3.35
C 4.61 -0.18 4.30
H 3.12 1.13 -0.93
H 4.53 2.23 -0.89
H 3.03 2.87 -1.43
H 2.24 2.45 1.19
H 3.29 3.63 0.80
H 3.62 -0.31 4.73
H 5.31 0.02 5.12
H 5.03 -1.15 4.03
C -4.87 -1.03 2.33
C -3.47 -1.68 2.54
O -3.14 -2.49 1.48
C -1.94 -3.06 1.39
O -0.87 -2.78 1.96
O -1.98 -4.00 0.42
C -1.29 -5.27 0.65
H -5.62 -1.78 2.10
H -4.96 -0.34 1.50
H -5.17 -0.54 3.26
H -3.50 -2.27 3.46
H -2.69 -0.92 2.62
H -1.30 -5.68 1.66
H -0.22 -5.22 0.46
H -1.69 -5.99 -0.07
C 3.84 -1.98 -5.21
C 4.63 -3.09 -5.90
O 5.13 -4.02 -4.86
C 5.07 -5.33 -5.01
O 4.91 -5.96 -6.09
O 5.33 -5.96 -3.73
C 5.12 -7.41 -3.62
H 4.26 -1.89 -4.21
H 2.79 -2.23 -5.37
H 4.01 -1.03 -5.71
H 5.46 -2.52 -6.33
H 4.01 -3.35 -6.76
H 5.27 -7.81 -2.62
H 5.78 -7.96 -4.29
H 4.08 -7.68 -3.82
C 0.60 5.50 0.28
C 1.21 5.56 1.71
O 2.41 6.20 1.84
C 3.06 6.38 2.96
O 2.78 5.94 4.06
O 4.02 7.18 2.64
C 5.12 7.62 3.52
H 1.09 4.68 -0.24
H 0.63 6.34 -0.41
H -0.38 5.13 0.59
H 1.17 4.61 2.26
H 0.54 6.03 2.43
H 5.75 6.75 3.68
H 4.76 7.86 4.52
H 5.73 8.40 3.05
C 2.08 -8.65 2.16
C 2.63 -8.30 0.76
O 2.03 -7.19 0.13
C 1.99 -7.19 -1.26
O 2.47 -8.05 -1.98
O 1.43 -6.04 -1.79
C 1.20 -6.14 -3.21
H 2.30 -7.76 2.75
H 2.33 -9.62 2.61
H 1.00 -8.63 2.05
H 2.53 -9.24 0.21
H 3.70 -8.11 0.63
H 0.78 -5.16 -3.44
H 0.38 -6.84 -3.34
H 2.07 -6.24 -3.86
C -7.43 5.19 -2.10
C -6.06 5.54 -1.41
O -5.09 4.69 -1.88
C -3.74 4.87 -1.47
O -3.33 5.69 -0.64
O -3.02 4.11 -2.29
C -1.61 4.18 -2.32
H -8.17 5.37 -1.32
H -7.27 4.18 -2.49
H -7.82 5.88 -2.85
H -6.03 5.58 -0.32
H -5.94 6.59 -1.65
H -1.26 3.57 -3.15
H -1.24 3.83 -1.35
H -1.25 5.20 -2.36
C -2.44 4.58 4.44
C -1.93 4.18 3.01
O -2.98 4.09 2.13
C -3.86 3.16 2.32
O -3.82 2.30 3.24
O -4.82 3.30 1.37
C -6.03 2.68 1.53
H -1.68 4.35 5.19
H -3.43 4.26 4.75
H -2.58 5.66 4.46
H -1.26 3.32 3.08
H -1.22 4.88 2.57
H -6.68 3.00 0.72
H -6.64 2.76 2.43
H -5.83 1.62 1.41

Results
HOMO (spin up / spin down) ... -10.16 / -10.16 eV
Expectation value of S² ... 2.00
Spin multiplicity ... 3
M ... 1694.76 u


[3]
Computed, not measured: a cluster of 2 separate species, C4H13N2O in total, with the ωB97M-V functional and the def2-TZVPD basis.

Positions of all 20 atoms, in Å:
C -0.94 1.29 -2.14
C -1.37 -0.02 -1.45
C -0.78 -0.07 -0.10
N 0.72 -2.44 1.43
C 1.28 -1.48 0.57
N 0.59 -0.44 0.02
H -1.64 2.07 -1.93
H -0.04 1.79 -2.22
H -1.20 1.00 -3.27
H -1.20 -0.97 -1.99
H -2.51 0.20 -1.38
H -1.74 -0.71 0.38
H -1.08 1.00 0.53
H 1.36 -2.99 2.01
H -0.35 -2.34 1.57
H 2.40 -1.44 0.62
H 1.17 0.28 -0.48
H 2.29 2.13 3.07
H 1.17 1.86 2.16
O 1.87 1.27 2.59

Results
HOMO ... -14.52 eV
Net charge ... +1
M ... 105.16 u


[4]
Computed, not measured: a cluster of 2 separate species, C2H4N2O in total, with the ωB97M-V functional and the def2-TZVPD basis.

Positions of all 9 atoms, in Å:
C -0.71 1.15 0.08
N -0.92 0.68 1.22
N 0.27 1.64 0.92
H -1.06 1.28 -0.91
H 1.15 1.13 0.85
C 0.32 -1.48 -0.54
O 0.73 -0.40 -0.89
H -0.71 -1.81 -0.72
H 0.95 -2.21 -0.01

Results
HOMO ... -9.04 eV
SMILES string ... C1=NN1.C=O
M ... 72.07 u


[5]
Computed, not measured: a cluster of 3 separate species, C32H46ClFN4O5P2S in total, with the ωB97M-V functional and the def2-TZVPD basis.

Positions of all 92 atoms, in Å:
C 2.51 -3.93 2.99
C 1.83 -2.85 1.97
P 3.03 -1.72 1.02
C 4.24 -1.20 2.47
C 2.19 -0.18 0.23
C 2.96 1.29 -0.02
C 4.57 1.45 0.43
C 5.52 0.41 -0.47
C 7.08 0.99 -0.29
C 8.03 -0.09 -1.14
S 9.57 0.69 -1.88
O 9.37 2.17 -2.36
O 10.75 0.67 -0.84
O 10.05 -0.35 -3.19
C 2.19 2.61 -0.72
C 2.88 4.08 -0.95
C 2.06 5.27 -0.10
F 2.97 4.43 -2.42
C 0.62 2.50 -1.28
C -0.23 3.68 -2.00
C -1.32 4.48 -1.11
C -1.55 4.03 0.43
Cl -1.04 6.36 -1.08
C -0.10 1.04 -1.09
C 0.63 -0.27 -0.33
C -0.37 -1.55 -0.28
O -0.93 -2.18 0.73
C -1.03 -1.94 -1.78
C -0.98 -3.44 -2.42
C -2.47 -4.10 -2.26
N -2.39 -5.23 -1.24
C -1.69 -0.74 -2.44
P -2.56 -0.89 -4.14
N -1.82 -1.94 -5.17
C -1.63 0.78 -1.72
O -2.66 1.61 -1.61
H 2.66 -3.37 4.03
H 3.58 -4.30 2.68
H 1.75 -4.79 3.21
H 1.00 -2.20 2.52
H 1.27 -3.50 1.14
H 3.70 -0.49 3.24
H 4.62 -2.15 3.08
H 5.24 -0.72 2.05
H 5.02 2.50 0.15
H 4.73 1.35 1.58
H 5.46 -0.70 -0.12
H 5.24 0.61 -1.59
H 7.22 2.07 -0.73
H 7.40 0.94 0.85
H 7.34 -0.48 -2.01
H 8.35 -1.01 -0.50
H 10.40 -1.19 -2.75
H 3.97 4.20 -0.57
H 1.14 4.72 0.37
H 2.73 5.62 0.83
H 1.78 6.17 -0.79
H 0.43 4.51 -2.55
H -0.83 3.16 -2.90
H -2.38 4.38 -1.66
H -0.67 3.49 0.96
H -1.75 5.02 1.06
H -2.58 3.43 0.48
H -0.51 -3.51 -3.49
H -0.26 -4.08 -1.70
H -3.18 -3.25 -1.86
H -2.82 -4.52 -3.30
H -2.50 -4.87 -0.27
H -3.17 -5.89 -1.45
H -2.45 0.41 -4.83
H -3.93 -1.31 -3.99
H -2.52 -2.67 -5.43
C -5.99 -1.96 1.44
C -5.91 -0.87 0.54
C -4.63 -0.84 0.04
N -3.93 -1.87 0.61
C -4.75 -2.56 1.47
H -6.85 -2.26 2.02
H -6.71 -0.18 0.28
H -4.16 -0.18 -0.68
H -2.96 -2.09 0.43
H -4.38 -3.41 2.02
C -9.51 -0.06 4.64
C -9.44 1.02 3.74
C -8.16 1.05 3.23
N -7.45 0.02 3.81
C -8.28 -0.66 4.67
H -10.38 -0.37 5.22
H -10.23 1.71 3.48
H -7.68 1.71 2.52
H -6.48 -0.20 3.63
H -7.91 -1.52 5.22

Results
HOMO ... -8.10 eV
SMILES string ... CCP(C)c1c(CCCCS(=O)(=O)O)c([C@H](C)F)c(C[C@@H](C)Cl)c2c1C(=O)C(CCN)=C([PH2]=N)C2=O.c1cc[nH]c1.c1cc[nH]c1
M ... 715.21 u


[6]
Computed, not measured: the ion C19H23N2O2 with charge +1, with the ωB97M-V functional and the def2-TZVPD basis.

Positions of all 46 atoms, in Å:
C -1.09 -0.11 -3.71
N -1.15 -0.69 -2.36
N -0.01 -0.68 -1.51
C 1.23 -0.70 -2.35
C 0.06 -0.69 0.17
C -1.24 -0.02 0.57
C -1.34 1.24 1.18
C -2.58 1.76 1.55
C -3.71 0.96 1.36
C -3.60 -0.37 0.87
C -2.36 -0.85 0.45
C -4.98 -0.95 0.80
C -5.87 0.25 1.17
O -4.99 1.39 1.54
C 1.37 0.05 0.43
C 1.59 1.42 0.17
C 2.83 2.00 0.48
C 3.87 1.15 0.92
C 3.65 -0.22 1.16
C 2.38 -0.76 0.93
C 4.94 -0.89 1.48
C 5.95 0.26 1.29
O 5.19 1.49 0.98
H -2.10 -0.33 -4.17
H -0.91 1.01 -3.72
H -0.32 -0.64 -4.34
H -2.01 -0.47 -1.89
H -0.04 -1.73 -1.11
H 2.06 -0.35 -1.77
H 1.32 -1.78 -2.54
H 1.20 -0.16 -3.34
H 0.16 -1.61 0.86
H -0.44 1.81 1.41
H -2.70 2.76 1.96
H -2.28 -1.90 0.13
H -5.12 -1.76 1.53
H -5.22 -1.33 -0.20
H -6.49 0.58 0.32
H -6.52 0.04 2.04
H 0.78 2.04 -0.24
H 3.04 3.06 0.36
H 2.20 -1.81 1.17
H 4.95 -1.27 2.51
H 5.15 -1.72 0.80
H 6.62 0.07 0.45
H 6.54 0.44 2.19

Results
HOMO ... -11.21 eV
SMILES string ... CN[N@@H+](C)C(c1ccc2c(c1)CCO2)c1ccc2c(c1)CCO2
Net charge ... +1
M ... 311.40 u


Strongest force on any atom values, unit eV/A, following the record order: 4.147 7.836 7.744 1.900 7.746 5.334.